The molecule CH2OS. Source: OMol25; level of theory: ωB97M-V/def2-TZVPD.

Computed properties:
SMILES ... O=CS

Geometry (Å):
C1 0.46212 0.36499 -0.01174
H1 -1.01747 -1.36788 0.11146
H2 0.59289 1.48073 0.00815
O1 1.34387 -0.40324 -0.05788
S1 -1.38140 -0.07461 -0.04999

***

The molecule CH2OS2. Source: OMol25; level of theory: ωB97M-V/def2-TZVPD.

Computed properties:
SMILES ... O=CSS

Geometry (Å):
C1 1.03496 -0.21035 -0.77189
O1 1.92242 0.01336 -1.53309
S1 -1.53603 -0.35855 1.17138
S2 0.03149 1.05730 -0.08716
H1 0.73933 -1.20225 -0.40894
H2 -2.19217 0.70050 1.62970

***

A cluster of 2 separate species, CH2OS3 in total. Source: OMol25; level of theory: ωB97M-V/def2-TZVPD.

Computed properties:
⟨S²⟩ ... 2.007
2S+1 ... 3

Geometry (Å):
C1 0.61720 0.42505 -0.35541
O1 -1.74285 -0.01454 0.91254
S1 -0.12180 -2.44428 0.31780
S2 1.16412 0.54700 1.23535
S3 -0.47760 -0.53951 0.51271
H1 -0.60152 1.93985 -1.44495
H2 1.16245 0.08642 -1.17805

***

A cluster of 2 separate species, CH2P2S in total. Source: OMol25; level of theory: ωB97M-V/def2-TZVPD.

Geometry (Å):
C1 2.26321 0.46229 0.31566
P1 3.19864 -0.76053 0.22762
P2 -2.23877 -1.67224 0.28123
S1 -2.78324 0.17299 -0.01109
H1 1.52971 1.27734 0.35771
H2 -1.96954 0.52015 -1.17114

***

Ordered molecular weight results: 62.09 94.16 126.23 108.04; unit g mol⁻¹.
Ordered energy relative to the best compared isomer or geometry (same formula, charge and spin) results: 0.118 1.187 1.582 2.218; unit eV.